Record 1
Below is a structure of composition C32H85FFeO11, with properties calculated with wB97M-V/def2-TZVPD.

Results
HOMO (spin up / spin down) (eV): -11.29 / -11.29
E_tot (hartree): -3461.08297
Energy relative to the best compared isomer or geometry (same formula, charge and spin) (kJ/mol): 394.8

ORCA input file:
```
! wB97M-V def2-TZVPD RIJCOSX def2/J DEFGRID3
* xyz 1 6
Fe -2.06824 -1.97140 2.99382
C -1.19873 0.08781 -0.35074
C -0.19408 -0.75439 0.43197
O -0.74502 -1.50544 1.49127
H -2.08202 -0.47713 -0.64864
H -0.61734 0.46850 -1.19048
H -1.46973 0.91835 0.30107
H 0.67417 -0.17805 0.75144
H 0.25670 -1.45388 -0.27203
F -3.48910 -2.59122 1.78949
C -2.81782 -3.25089 -1.68470
C -4.17721 -3.88802 -1.41266
C -3.97901 -5.28506 -0.72496
O -4.86044 -3.04761 -0.58326
H -2.99908 -2.33619 -2.24911
H -2.23862 -3.99307 -2.23408
H -2.28123 -3.00686 -0.76785
H -4.65795 -3.93017 -2.39001
H -3.51019 -5.22109 0.25699
H -3.39780 -5.95227 -1.36146
H -4.98837 -5.64716 -0.52957
H -4.33599 -2.98385 0.21829
C 1.85616 -4.90995 -0.33775
C 0.31132 -4.95902 -0.28390
C -0.18903 -6.36828 -0.16616
O -0.09180 -4.32832 0.93855
H 2.21698 -5.74965 0.25623
H 2.22227 -3.94273 0.00654
H 2.22516 -5.07597 -1.34987
H -0.11483 -4.38062 -1.10363
H -1.26264 -6.40716 0.01809
H 0.24201 -7.01383 0.59907
H -0.07724 -6.87622 -1.12407
H 0.19934 -3.42020 0.82830
C 1.62816 -2.52477 -3.32224
C 2.29230 -1.11105 -3.17775
C 3.21502 -0.93604 -1.95873
O 3.12026 -0.85267 -4.30963
H 0.77985 -2.55699 -2.63856
H 2.36986 -3.30495 -3.15103
H 1.30308 -2.59847 -4.36003
H 1.53615 -0.32598 -3.17731
H 4.04481 -1.62401 -1.79667
H 2.61113 -1.02644 -1.05583
H 3.62757 0.07020 -1.88541
H 3.76728 -1.55471 -4.41023
C -1.73876 3.23105 -2.06674
C -1.23661 4.69713 -2.18070
C -1.07159 5.09872 -3.60799
O -2.27744 5.52888 -1.57677
H -2.07131 2.97694 -1.06029
H -0.94768 2.52687 -2.32448
H -2.60009 3.04640 -2.70870
H -0.35601 4.72390 -1.53889
H -0.55252 4.38884 -4.25199
H -0.52256 6.03346 -3.72166
H -2.06457 5.20939 -4.04370
H -3.07207 5.36823 -2.09092
C 1.75732 2.94353 -0.57090
C 2.72395 4.05063 -0.84698
C 3.36181 4.54798 0.48174
O 3.71271 3.59248 -1.69559
H 2.21137 2.05670 -0.12879
H 1.24598 2.64360 -1.48560
H 0.97845 3.23677 0.13300
H 2.09001 4.76519 -1.37197
H 3.71929 3.71641 1.08902
H 2.75594 5.07904 1.21591
H 4.27648 5.13112 0.37482
H 3.24653 3.20295 -2.43893
C -0.41338 1.58690 -5.65261
C -0.67428 0.05813 -5.42290
C -1.62909 -0.05661 -4.27813
O -1.20924 -0.47855 -6.64932
H 0.07105 2.00725 -4.77129
H -1.38681 2.05020 -5.81351
H 0.23453 1.91200 -6.46662
H 0.25162 -0.48590 -5.23621
H -1.93096 -1.09553 -4.14541
H -2.48255 0.61233 -4.38866
H -1.14636 0.24444 -3.34837
H -0.58298 -0.36185 -7.36749
C 1.19222 -0.29799 5.56144
C 0.85017 -1.11964 4.24146
C 1.82038 -2.25185 3.94672
O -0.45295 -1.64888 4.41838
H 0.38230 0.39554 5.78762
H 2.08322 0.26295 5.27935
H 1.41516 -0.94871 6.40699
H 0.93500 -0.32067 3.50487
H 2.83974 -1.92897 3.73518
H 1.42905 -2.73591 3.05193
H 1.85618 -3.06530 4.67138
H -0.27852 -2.15461 5.21551
C 4.31249 -1.31676 1.30446
C 4.36348 0.21494 1.26875
C 3.45592 0.92060 2.28107
O 5.70677 0.59796 1.46205
H 3.25414 -1.56270 1.21774
H 4.81838 -1.85365 2.10691
H 4.68799 -1.75706 0.38075
H 4.14585 0.53282 0.24910
H 2.44497 0.85330 1.87914
H 3.70977 1.97518 2.38839
H 3.44781 0.42077 3.24968
H 5.99453 1.16805 0.74526
C -0.94324 3.84808 2.09219
C -0.19161 2.67953 2.75841
C 1.03212 3.13000 3.55934
O -1.04367 2.11896 3.72887
H -0.40090 4.27523 1.24868
H -0.97005 4.65954 2.81946
H -1.95958 3.60839 1.77962
H 0.07038 1.88009 2.06533
H 0.87674 3.91246 4.30211
H 1.78714 3.52120 2.87743
H 1.40804 2.28008 4.12892
H -1.25640 2.80953 4.36088
C -4.41073 1.14001 4.11835
C -3.98174 0.36545 2.93700
C -4.17731 1.08527 1.60496
O -2.63519 0.00036 3.12414
H -3.75432 2.00763 4.18514
H -4.34322 0.53614 5.02327
H -5.42990 1.50890 4.00296
H -4.59941 -0.53157 2.89303
H -5.18819 1.48843 1.54429
H -3.94023 0.49286 0.72125
H -3.58740 2.00183 1.61082
H -2.10201 0.78963 3.24406
*
```

=====

Record 2
Below is a structure of composition C32H87N7O11V2, with properties calculated with wB97M-V/def2-TZVPD.

Results
HOMO (spin up / spin down) (eV): -11.84 / -11.84
E_tot (hartree): -4369.67124

ORCA input file:
```
! wB97M-V def2-TZVPD RIJCOSX def2/J DEFGRID3
* xyz 2 3
O 20.96246 -11.22679 9.86386
V 20.68474 -10.71100 11.34401
O 25.11341 -10.22428 12.97689
V 23.76073 -11.00642 12.92704
C 23.58611 -7.78394 10.32598
C 22.63945 -8.18556 11.43756
O 22.66119 -9.58215 11.72470
H 23.46671 -6.74602 10.02189
H 23.33145 -8.35597 9.42839
H 24.58211 -8.04569 10.68427
H 21.61197 -7.86519 11.22890
H 22.83540 -7.61761 12.35692
C 20.99997 -14.24670 12.96877
C 22.00045 -13.57197 12.04026
O 22.03009 -12.15674 12.15907
H 21.35468 -14.14888 13.99923
H 20.84986 -15.28842 12.69981
H 20.03612 -13.72968 12.98889
H 21.65475 -13.77348 11.01777
H 22.97214 -14.05052 12.20270
C 23.20902 -4.06924 16.44221
C 23.00538 -5.44496 15.84128
C 24.00215 -5.60946 14.68583
O 23.97890 -4.60137 13.73079
C 22.80125 -4.38185 12.99869
N 23.21077 -6.52594 16.80715
H 24.19864 -4.04165 16.91054
H 22.44684 -3.68073 17.11438
H 23.30800 -3.28521 15.68266
H 22.01431 -5.41981 15.36635
H 23.99032 -6.60435 14.20234
H 24.98531 -5.59749 15.17393
H 21.90296 -4.23061 13.60725
H 22.54430 -5.28612 12.41601
H 23.04034 -3.55037 12.34317
H 22.37710 -7.10341 16.87450
H 23.86892 -7.20496 16.42702
C 26.03564 0.25573 12.25617
C 25.43694 -1.10878 11.93840
C 26.23134 -1.97466 10.97634
O 25.46062 -3.10152 10.62619
C 26.17437 -4.22306 10.16294
N 25.27039 -1.85804 13.18039
H 25.18673 0.88137 12.54760
H 26.32901 0.77853 11.34261
H 26.76939 0.25715 13.05518
H 24.45835 -0.91465 11.48862
H 27.20369 -2.21009 11.42319
H 26.41198 -1.38410 10.06478
H 26.79362 -4.67180 10.94490
H 26.85300 -3.81922 9.39590
H 25.53710 -4.92742 9.63314
H 26.00546 -1.76751 13.87109
H 25.24224 -2.85546 12.99527
C 27.13567 -7.30342 12.98850
C 27.50210 -7.84646 14.35910
C 28.39776 -6.90253 15.16676
O 29.60930 -6.55842 14.51708
C 30.61388 -7.53933 14.72236
N 26.25295 -8.08457 15.10242
H 26.81952 -6.26022 13.06631
H 26.39042 -7.94679 12.52279
H 28.02632 -7.31080 12.35664
H 28.00614 -8.81209 14.24339
H 28.56074 -7.27217 16.18214
H 27.87336 -5.93907 15.12948
H 30.81198 -7.75592 15.77406
H 31.53411 -7.15687 14.28466
H 30.33126 -8.43381 14.15861
H 26.44339 -8.27634 16.08243
H 25.68033 -7.24622 15.10359
C 20.38626 -8.53156 8.44623
C 19.09060 -8.89958 9.13834
C 18.36017 -10.12851 8.61662
O 17.16259 -10.20583 9.36272
C 16.07626 -10.90790 8.73795
N 19.28322 -9.17588 10.62305
H 21.10883 -9.33619 8.33395
H 20.79054 -7.64410 8.93684
H 20.11402 -8.20383 7.43924
H 18.37640 -8.09217 8.95675
H 18.91576 -11.05880 8.77560
H 18.16983 -10.01047 7.54518
H 15.56890 -11.46698 9.52654
H 16.46808 -11.65032 8.04383
H 15.35372 -10.19804 8.34107
H 19.40718 -8.22538 11.04094
H 18.29202 -9.33591 10.85762
C 22.67319 -5.67099 6.76562
C 21.94928 -4.39083 7.16638
C 22.48988 -3.81648 8.46579
O 21.80387 -2.58424 8.55774
C 22.30218 -1.64394 9.46944
N 22.06100 -3.39160 6.08313
H 22.54832 -6.36200 7.60784
H 23.72226 -5.44064 6.57378
H 22.29188 -6.15638 5.86786
H 20.87499 -4.62223 7.25139
H 23.56320 -3.62841 8.30124
H 22.42809 -4.46919 9.34829
H 22.45886 -2.16921 10.42417
H 21.65767 -0.80489 9.71749
H 23.27868 -1.27347 9.14044
H 21.73346 -2.52409 6.49403
H 21.39862 -3.66571 5.36732
C 26.37836 -10.49145 10.21476
C 24.99916 -11.06548 9.93402
C 24.91651 -11.88261 8.65825
O 23.58716 -11.85019 8.24656
C 23.26384 -12.89436 7.34631
N 24.57592 -11.90828 11.10667
H 27.14248 -11.26372 10.36388
H 26.42851 -9.70810 10.96360
H 26.77530 -10.01714 9.30969
H 24.36066 -10.18717 9.89492
H 25.28656 -12.90147 8.89287
H 25.70839 -11.58364 7.95916
H 23.36624 -13.88813 7.79763
H 23.88130 -12.89464 6.44296
H 22.23153 -12.75583 7.03314
H 25.31151 -12.62452 11.14715
H 23.83696 -12.54781 10.79444
C 18.39682 -6.51319 15.44832
C 18.34012 -6.78804 13.95575
C 19.70197 -6.71814 13.31721
O 19.72995 -6.73441 11.89799
C 19.25834 -5.51805 11.28882
N 17.85979 -8.19085 13.71825
H 19.03309 -5.65206 15.67881
H 18.96477 -7.29528 15.96416
H 17.41324 -6.33970 15.87286
H 17.60031 -6.09505 13.54254
H 20.27536 -7.61501 13.58128
H 20.33886 -5.91515 13.70749
H 19.51791 -4.69545 11.95596
H 18.18881 -5.51961 11.08002
H 19.81990 -5.41161 10.36126
H 17.33748 -8.18099 12.84010
H 17.07442 -8.34309 14.35343
*
```

=====

Record 3
Below is a cluster of 12 separate species, C32H88N2O14 in total, with properties calculated with wB97M-V/def2-TZVPD.

Results
HOMO (eV): -9.61
E_tot (hartree): -2434.84834
SMILES: NC(N)=O.CC(C)O.CC(C)O.CC(C)O.CC(C)O.CC(C)O.CC(C)O.CC(C)O.CC(C)O.CC(C)O.OCCO.OCCO
Energy relative to the best compared isomer or geometry (same formula, charge and spin) (kJ/mol): 0.0

ORCA input file:
```
! wB97M-V def2-TZVPD RIJCOSX def2/J DEFGRID3
* xyz 0 1
C -11.04229 -16.07309 -8.69255
C -11.75091 -14.94469 -9.35031
C -13.20197 -14.80049 -8.80338
O -11.05478 -13.71743 -9.13355
H -11.68145 -16.95919 -8.68663
H -10.89331 -15.77758 -7.67301
H -10.08240 -16.36011 -9.10632
H -11.88768 -15.11517 -10.44849
H -13.63533 -15.79343 -8.65713
H -13.73934 -14.10462 -9.46287
H -13.15187 -14.26193 -7.83672
H -10.19902 -13.84723 -9.57838
C -11.31857 -18.84390 -12.34755
C -11.15000 -18.24867 -13.69951
C -12.46577 -17.84460 -14.29546
O -10.42397 -16.98665 -13.59857
H -11.88377 -18.09949 -11.73720
H -10.36832 -19.05615 -11.84604
H -12.01830 -19.70831 -12.30631
H -10.56138 -18.97163 -14.28062
H -13.18037 -18.64879 -14.39658
H -12.35816 -17.35308 -15.25530
H -12.92755 -17.15306 -13.59665
H -9.63011 -17.29090 -13.15214
C -7.40818 -15.78424 -7.22738
C -7.23067 -14.67078 -8.23095
C -5.86022 -14.08063 -8.00081
O -7.43179 -15.14526 -9.59559
H -8.32483 -16.27979 -7.34137
H -7.46438 -15.26987 -6.25295
H -6.60487 -16.55236 -7.15384
H -7.92638 -13.87035 -8.14427
H -5.69868 -13.58625 -7.03574
H -5.74931 -13.22739 -8.67262
H -5.05183 -14.78745 -8.23212
H -7.61197 -14.33753 -10.10132
C -10.13697 -18.45370 -5.61906
C -9.14772 -18.93001 -6.62685
C -7.80300 -19.35677 -6.01021
O -9.81075 -19.99566 -7.40337
H -10.30634 -19.07846 -4.71681
H -11.08082 -18.29846 -6.06551
H -9.78698 -17.49636 -5.14969
H -8.98048 -17.97654 -7.18011
H -7.97846 -19.93581 -5.13347
H -7.19228 -18.50483 -5.77335
H -7.35433 -19.95660 -6.80759
H -9.37820 -19.97098 -8.21959
C -5.37975 -24.25705 -9.70213
C -5.19501 -22.88521 -10.32012
C -5.55505 -22.87901 -11.81449
O -6.08029 -22.00503 -9.67088
H -4.64250 -24.97700 -10.13833
H -6.42897 -24.55861 -9.93684
H -5.32059 -24.21992 -8.63983
H -4.20281 -22.41912 -10.23645
H -4.88203 -23.69052 -12.20821
H -5.36100 -21.92278 -12.26080
H -6.60941 -23.15233 -11.98543
H -5.73762 -21.79728 -8.77270
C -3.17851 -22.26937 -6.87569
C -2.04311 -21.46552 -7.50992
C -2.47008 -21.00789 -8.87747
O -1.81941 -20.22775 -6.73155
H -3.14545 -22.25011 -5.80593
H -3.05547 -23.30781 -7.20141
H -4.18055 -21.80473 -7.16645
H -1.14683 -22.10187 -7.45391
H -1.83186 -20.17825 -9.23959
H -3.50651 -20.72814 -8.87924
H -2.42764 -21.76760 -9.66080
H -1.05597 -19.75165 -7.11711
C -9.84679 -23.25720 -11.10634
C -9.96126 -22.32143 -9.92100
C -9.85464 -23.11179 -8.63947
O -9.05379 -21.17398 -9.90170
H -9.60958 -22.63891 -12.00601
H -10.78187 -23.77979 -11.42241
H -9.06598 -24.03718 -10.93369
H -10.93527 -21.85554 -9.94546
H -10.71281 -23.80590 -8.55547
H -9.92320 -22.35001 -7.82409
H -8.90581 -23.59013 -8.59229
H -8.14719 -21.52690 -9.91100
C -3.43237 -15.96366 -12.90792
C -3.95328 -15.45208 -11.59377
C -3.07560 -14.32206 -11.07317
O -5.33607 -15.02889 -11.85654
H -3.26545 -15.11738 -13.58769
H -4.19451 -16.61470 -13.26735
H -2.52841 -16.51653 -12.78965
H -3.87880 -16.32068 -10.91100
H -3.09559 -13.48122 -11.81837
H -2.06402 -14.71896 -11.10578
H -3.32120 -13.94444 -10.03876
H -5.73034 -14.92100 -10.98869
C -7.14409 -20.78765 -14.71408
C -7.37956 -21.73838 -15.92069
C -6.70756 -23.08719 -15.71882
O -8.78386 -21.84615 -15.97608
H -6.38306 -20.01156 -14.86033
H -6.98802 -21.33675 -13.76153
H -8.10354 -20.26735 -14.64753
H -6.99186 -21.24822 -16.81159
H -5.59128 -22.98731 -15.52758
H -6.87797 -23.63718 -16.67410
H -7.26632 -23.67663 -15.00596
H -9.01181 -22.44837 -16.68689
C -2.88022 -17.32767 -7.44201
C -1.42321 -17.11118 -7.17354
O -0.55863 -17.97275 -7.95866
O -3.07485 -17.33515 -8.84379
H -3.49729 -16.53195 -6.94821
H -3.18694 -18.30269 -6.98791
H -1.29103 -17.32241 -6.12727
H -1.12585 -16.07142 -7.32798
H -0.87978 -17.88141 -8.83817
H -3.62267 -18.09302 -9.01689
C -6.31243 -18.16983 -9.98487
C -6.74252 -18.18244 -11.38961
O -7.79656 -17.24212 -11.68238
O -5.28727 -19.15298 -9.82783
H -7.20828 -18.25708 -9.41706
H -5.88988 -17.18623 -9.73179
H -7.04157 -19.14017 -11.75384
H -5.91814 -17.85242 -11.98897
H -7.74056 -16.52200 -11.07832
H -5.58300 -20.06684 -9.83977
C -8.85597 -14.02774 -12.56506
O -8.47226 -13.47344 -11.49676
N -8.02701 -14.69775 -13.31487
N -10.15663 -13.98831 -12.97236
H -8.33424 -15.03954 -14.22866
H -7.15778 -14.99964 -12.89117
H -10.71128 -13.41406 -12.30597
H -10.61159 -14.88294 -13.09382
*
```

=====

Question: E_tot of number 2 (C32H87N7O11V2)?
Answer: -4369.67124 hartree

=====

Question: E_tot of number 3 (C32H88N2O14)?
Answer: -2434.84834 hartree